1.
A structure of composition C16H25BaN5O5 in a non-equilibrium geometry. Source: OMol25; level of theory: wB97M-V/def2-TZVPD.

Atoms and positions in Å:
1 Ba -1.37333 1.38407 0.55735
2 O -2.68342 1.94292 -2.51502
3 O -1.22996 3.78055 -0.65611
4 O -4.09414 0.02933 -1.64005
5 O 1.10831 -1.05125 -0.42868
6 O -0.40706 -3.29264 -0.92855
7 N 0.15306 -0.18564 -1.03474
8 N 1.04507 0.69360 1.97712
9 N -0.75429 -1.12781 2.03825
10 N -1.50276 1.30577 -2.07031
11 N 1.01556 0.00667 3.10388
12 C 3.60059 2.76455 0.32560
13 C 0.20473 -2.02968 4.09614
14 C 4.66871 2.63901 1.22797
15 C -0.91007 0.49174 -2.96625
16 C 3.25903 1.39270 2.75406
17 C 0.89422 -1.33666 -3.11547
18 C -1.25577 0.43278 -4.40746
19 C 2.21363 1.45364 1.81270
20 C -0.55964 -3.18048 3.96988
21 C -1.46186 -2.26396 1.92501
22 C -3.29849 -0.22866 -0.25090
23 C 0.07591 -0.34707 -2.36876
24 C 0.12652 -1.05405 3.07023
25 C 4.49265 1.97563 2.45301
26 C -1.41107 -3.29799 2.85793
27 C 2.35973 2.20394 0.61935
28 H 3.74442 3.30402 -0.61100
29 H 0.54796 -2.35516 -2.89082
30 H 3.07480 0.85281 3.68275
31 H -1.65644 -0.56091 -4.67463
32 H -3.71689 -1.16275 0.12465
33 H -3.61247 0.59799 0.41689
34 H -3.41064 1.24899 -2.26134
35 H -2.04468 -4.16986 2.71220
36 H 1.95622 -1.26080 -2.85019
37 H 0.79817 -1.16919 -4.19476
38 H 1.17094 -0.70150 0.49343
39 H -0.02759 -4.14394 -0.66188
40 H -2.26485 -0.44068 -0.59158
41 H -2.00690 1.19629 -4.64716
42 H -5.03027 0.15146 -1.40126
43 H 5.64149 3.07375 0.98454
44 H 1.49962 2.30282 -0.05571
45 H -0.36382 0.60947 -5.02928
46 H 0.89242 -1.81247 4.91316
47 H -2.09110 -2.33929 1.03454
48 H 0.24219 -2.60668 -0.63132
49 H -0.50176 -3.97076 4.71807
50 H -0.84093 4.66884 -0.60027
51 H 5.30184 1.90628 3.18229
52 H -1.57758 3.68025 -1.56751

## Properties
Kohn-Sham gap	2.95	eV
relative energy (zero: lowest compared OMol25 entry of this formula, charge and spin)	14.0	kcal per mole
electronic energy	-35373.0543	eV
total charge	0

Partial atomic charges computed with the Löwdin method, in multiples of e: atom 1 (Ba): 1.952, atom 2 (O): -0.156, atom 3 (O): -0.226, atom 4 (O): -0.137, atom 5 (O): -0.094, atom 6 (O): -0.088, atom 7 (N): -0.090, atom 8 (N): -0.218, atom 9 (N): -0.035, atom 10 (N): -0.215, atom 11 (N): -0.036, atom 12 (C): -0.122, atom 13 (C): -0.039, atom 14 (C): -0.135, atom 15 (C): -0.274, atom 16 (C): -0.051, atom 17 (C): -0.018, atom 18 (C): -0.017, atom 19 (C): -0.317, atom 20 (C): -0.107, atom 21 (C): -0.208, atom 22 (C): -0.172, atom 23 (C): -0.291, atom 24 (C): -0.391, atom 25 (C): -0.104, atom 26 (C): -0.120, atom 27 (C): -0.083, atom 28 (H): 0.092, atom 29 (H): 0.080, atom 30 (H): 0.087, atom 31 (H): 0.105, atom 32 (H): 0.086, atom 33 (H): 0.019, atom 34 (H): 0.053, atom 35 (H): 0.084, atom 36 (H): 0.097, atom 37 (H): 0.074, atom 38 (H): 0.064, atom 39 (H): 0.050, atom 40 (H): 0.000, atom 41 (H): 0.080, atom 42 (H): 0.100, atom 43 (H): 0.086, atom 44 (H): 0.060, atom 45 (H): 0.094, atom 46 (H): 0.103, atom 47 (H): 0.071, atom 48 (H): 0.008, atom 49 (H): 0.096, atom 50 (H): 0.071, atom 51 (H): 0.095, atom 52 (H): 0.038

2.
A structure of composition C16H25CuN2O12 in a non-equilibrium geometry. Source: OMol25; level of theory: wB97M-V/def2-TZVPD.

Atoms and positions in Å:
1 Cu 0.72270 -0.45923 -0.11329
2 O 2.82247 0.29969 -0.79058
3 O 0.60373 -1.46507 -1.99435
4 O -3.68392 -0.55747 -0.38658
5 O -1.54989 -0.18983 -0.85289
6 O 0.48269 1.57893 -0.68296
7 O 6.04078 -1.05050 3.25416
8 O 6.66241 1.13522 1.74552
9 O 2.11497 -1.58904 0.84355
10 O -0.42467 -2.03413 0.98767
11 O 1.90022 -2.44096 -3.40768
12 O -3.14219 0.33912 -2.31841
13 O 0.68823 -0.76233 -4.02775
14 N 1.04793 -1.59805 -3.17285
15 N 0.54295 0.55441 1.79232
16 C -0.43193 -3.41970 0.75632
17 C 4.09193 -1.43170 2.06357
18 C 3.27618 -1.08897 1.04429
19 C 0.87488 2.21415 -1.87068
20 C -0.50166 -1.65310 2.32928
21 C 5.67477 0.46324 1.45460
22 C -5.08839 -0.28809 -0.67680
23 C 3.64469 0.08780 0.13520
24 C 4.77035 0.82706 0.40727
25 C -5.39403 1.19945 -0.60123
26 C -0.62999 -0.15861 2.40904
27 C 0.23093 1.98098 1.64368
28 C 5.30674 -0.72320 2.35260
29 C -2.70328 -0.12767 -1.17181
30 C -0.23994 2.33597 0.23590
31 C -2.12819 0.58233 -3.30180
32 H 0.35421 -3.91044 1.33507
33 H -1.40340 -2.12937 2.74615
34 H 0.17124 2.99343 -2.18844
35 H -4.68642 1.77790 -1.19095
36 H 4.92764 1.74616 -0.13993
37 H 3.74619 -2.24023 2.70086
38 H -0.32361 -3.58726 -0.31081
39 H -0.71476 0.15432 3.45894
40 H -1.40900 -3.84814 1.03950
41 H -6.37991 1.43329 -1.00704
42 H -0.12311 3.40762 0.06037
43 H -5.34768 1.53733 0.43366
44 H 0.36308 -2.02404 2.89465
45 H -2.57857 0.41443 -4.28116
46 H -1.32300 2.14774 0.15513
47 H 1.26443 0.46160 2.50216
48 H -1.54713 0.20313 1.93823
49 H -5.57984 -0.81198 0.13787
50 H -1.31324 -0.13380 -3.20343
51 H 1.10415 2.60802 1.83627
52 H -0.49698 2.28754 2.40486
53 H 0.89699 1.46869 -2.66938
54 H -1.75886 1.60534 -3.29380
55 H 1.88011 2.63534 -1.80973
56 H -5.30401 -0.75732 -1.63434

## Properties
Kohn-Sham gap (alpha / beta)	5.74 / 5.58	eV
relative energy (zero: lowest compared OMol25 entry of this formula, charge and spin)	17.4	kcal per mole
electronic energy	-89183.3373	eV
total charge	-1
spin multiplicity	2

Partial atomic charges computed with the Löwdin method, in multiples of e: atom 1 (Cu): 0.695, atom 2 (O): -0.048, atom 3 (O): -0.096, atom 4 (O): 0.038, atom 5 (O): 0.112, atom 6 (O): -0.255, atom 7 (O): 0.048, atom 8 (O): 0.006, atom 9 (O): -0.081, atom 10 (O): -0.263, atom 11 (O): 0.025, atom 12 (O): -0.003, atom 13 (O): -0.047, atom 14 (N): -0.564, atom 15 (N): -0.030, atom 16 (C): -0.069, atom 17 (C): 0.004, atom 18 (C): -0.345, atom 19 (C): -0.072, atom 20 (C): -0.216, atom 21 (C): -0.386, atom 22 (C): -0.177, atom 23 (C): -0.380, atom 24 (C): -0.001, atom 25 (C): -0.062, atom 26 (C): -0.152, atom 27 (C): -0.155, atom 28 (C): -0.384, atom 29 (C): -0.598, atom 30 (C): -0.204, atom 31 (C): 0.001, atom 32 (H): 0.100, atom 33 (H): 0.132, atom 34 (H): 0.090, atom 35 (H): 0.072, atom 36 (H): 0.099, atom 37 (H): 0.106, atom 38 (H): 0.096, atom 39 (H): 0.127, atom 40 (H): 0.091, atom 41 (H): 0.080, atom 42 (H): 0.129, atom 43 (H): 0.079, atom 44 (H): 0.136, atom 45 (H): 0.099, atom 46 (H): 0.119, atom 47 (H): 0.141, atom 48 (H): 0.121, atom 49 (H): 0.119, atom 50 (H): 0.070, atom 51 (H): 0.132, atom 52 (H): 0.119, atom 53 (H): 0.089, atom 54 (H): 0.093, atom 55 (H): 0.099, atom 56 (H): 0.122

3.
A structure of composition C16H25HfNO8S6 in a non-equilibrium geometry. Source: OMol25; level of theory: wB97M-V/def2-TZVPD.

Atoms and positions in Å:
1 Hf 0.38736 0.93909 -0.99274
2 S 1.01126 0.20693 -3.62380
3 S 0.84864 3.66893 -0.64764
4 S -0.58071 -1.96671 0.27584
5 S -1.98039 2.12861 -0.93125
6 S 2.27652 -1.51085 -1.14052
7 S -1.93152 -0.58910 -2.26141
8 O 0.55657 2.62502 0.36999
9 O -3.34666 1.83842 -1.17671
10 O -1.05337 1.91206 -2.09112
11 O 2.50444 1.22252 -0.90492
12 O 1.95857 4.46315 -0.15008
13 O 1.11071 2.95223 -1.88779
14 O 1.57678 0.39232 0.86607
15 O -1.36526 1.18788 0.06420
16 N 3.06169 2.96665 1.75386
17 C -0.65896 4.60009 -0.72568
18 C 1.93236 -2.34552 -2.74221
19 C 3.59958 1.71159 1.17368
20 C -3.05831 4.58580 -0.66643
21 C 2.07228 -2.83395 0.10636
22 C -1.86864 6.67190 -0.74765
23 C 2.49589 1.05443 0.33763
24 C -3.06536 5.97339 -0.70218
25 C -0.47790 -0.37973 -4.53273
26 C 0.65613 -3.34513 0.24211
27 C -2.82481 -1.90761 -1.36120
28 C -0.65890 5.98528 -0.75061
29 C 2.10182 -1.27676 -3.80399
30 C -1.34433 -1.40017 -3.81672
31 C -1.89513 -2.86747 -0.66007
32 C -1.85491 3.89660 -0.66047
33 H 0.55320 -3.90146 1.17333
34 H 0.93359 -2.77347 -2.72678
35 H 1.94086 -1.67373 -4.80391
36 H 0.28404 6.50892 -0.78667
37 H -1.87549 7.75077 -0.77557
38 H -0.12372 -0.76408 -5.48853
39 H 2.40129 -2.35383 1.02573
40 H -0.81143 -2.32104 -3.59234
41 H 3.74911 3.41320 2.37150
42 H -4.00783 6.50101 -0.71492
43 H 2.75560 3.66516 0.98395
44 H -3.48324 -2.42991 -2.05288
45 H 4.44055 1.93234 0.51116
46 H -3.97389 4.01589 -0.66892
47 H -2.44589 -3.48260 0.04951
48 H -1.40509 -3.50792 -1.39040
49 H -2.21231 -1.63151 -4.43453
50 H 3.91148 1.02954 1.96847
51 H -3.42826 -1.34020 -0.65465
52 H 2.20760 2.74798 2.28123
53 H 2.66555 -3.13665 -2.90229
54 H 3.11099 -0.87145 -3.74185
55 H 2.76126 -3.64292 -0.13391
56 H 0.41297 -4.00891 -0.58409
57 H -1.04638 0.53287 -4.70268

## Properties
Kohn-Sham gap	8.32	eV
relative energy (zero: lowest compared OMol25 entry of this formula, charge and spin)	50.1	kcal per mole
electronic energy	-101176.0488	eV
total charge	+2

Partial atomic charges computed with the Löwdin method, in multiples of e: atom 1 (Hf): 1.487, atom 2 (S): 0.899, atom 3 (S): 0.612, atom 4 (S): 0.857, atom 5 (S): 0.573, atom 6 (S): 0.920, atom 7 (S): 0.908, atom 8 (O): -0.379, atom 9 (O): -0.226, atom 10 (O): -0.506, atom 11 (O): -0.162, atom 12 (O): -0.246, atom 13 (O): -0.325, atom 14 (O): -0.092, atom 15 (O): -0.416, atom 16 (N): 0.192, atom 17 (C): -0.224, atom 18 (C): -0.445, atom 19 (C): -0.011, atom 20 (C): -0.008, atom 21 (C): -0.457, atom 22 (C): -0.006, atom 23 (C): -0.700, atom 24 (C): -0.003, atom 25 (C): -0.460, atom 26 (C): -0.464, atom 27 (C): -0.444, atom 28 (C): -0.006, atom 29 (C): -0.452, atom 30 (C): -0.425, atom 31 (C): -0.474, atom 32 (C): -0.212, atom 33 (H): 0.093, atom 34 (H): 0.059, atom 35 (H): 0.098, atom 36 (H): 0.130, atom 37 (H): 0.129, atom 38 (H): 0.097, atom 39 (H): 0.079, atom 40 (H): 0.065, atom 41 (H): 0.186, atom 42 (H): 0.131, atom 43 (H): 0.108, atom 44 (H): 0.102, atom 45 (H): 0.157, atom 46 (H): 0.127, atom 47 (H): 0.096, atom 48 (H): 0.071, atom 49 (H): 0.102, atom 50 (H): 0.154, atom 51 (H): 0.089, atom 52 (H): 0.172, atom 53 (H): 0.104, atom 54 (H): 0.085, atom 55 (H): 0.098, atom 56 (H): 0.075, atom 57 (H): 0.085

4.
A structure of composition C16H25MnN5O2SSi in a non-equilibrium geometry. Source: OMol25; level of theory: wB97M-V/def2-TZVPD.

Atoms and positions in Å:
1 Mn -1.10829 0.67190 1.03693
2 S -0.65688 -1.57964 0.64805
3 Si 0.45161 -3.43099 -2.29250
4 O -1.02050 2.01726 2.26344
5 O 0.81694 1.18580 1.00321
6 N 1.06469 2.15713 1.84073
7 N -2.59944 -0.16316 2.62369
8 N -1.00092 0.30380 -0.92948
9 N -3.19231 1.64796 0.51476
10 N 0.10109 2.60560 2.52491
11 C -0.80667 0.45418 -3.27766
12 C 4.93832 3.61089 2.19115
13 C -1.08964 1.02232 -2.04768
14 C 4.66109 2.56969 1.31316
15 C -0.37718 -0.86433 -3.32102
16 C 3.92357 4.18038 2.95402
17 C 0.60259 -4.28434 -0.60232
18 C -3.98895 0.08410 2.20586
19 C 3.37203 2.09092 1.19902
20 C 2.12966 -3.27052 -3.16990
21 C -0.87563 -4.32001 -3.35430
22 C -4.08370 1.51188 1.68368
23 C 2.62763 3.71520 2.85379
24 C -0.23326 -1.62661 -2.16277
25 C -0.58760 -0.97779 -0.98552
26 C 2.36080 2.66371 1.97107
27 H 3.12589 1.28362 0.52637
28 H -3.65019 1.22810 -0.29569
29 H -0.91980 1.03758 -4.17770
30 H -5.11996 1.75469 1.42672
31 H -1.83985 -4.34447 -2.85601
32 H -0.14802 -1.31482 -4.27374
33 H -4.24648 -0.62550 1.41359
34 H 5.44580 2.13189 0.71706
35 H -0.98834 -3.82499 -4.31387
36 H -2.48709 -1.14982 2.85949
37 H -2.42179 0.36754 3.48021
38 H -0.55800 -5.34166 -3.53350
39 H -0.35460 -4.34947 -0.09431
40 H -1.40062 2.05587 -1.96112
41 H 1.29932 -3.74951 0.03690
42 H 5.94837 3.97870 2.27887
43 H 2.85189 -2.71613 -2.57596
44 H 1.83020 4.14723 3.43687
45 H 4.14802 4.99244 3.62772
46 H 2.54527 -4.25859 -3.34618
47 H -3.73912 2.20433 2.45636
48 H -3.08319 2.64171 0.30972
49 H -4.68857 -0.05175 3.03808
50 H 0.98047 -5.29437 -0.72979
51 H 2.04130 -2.77796 -4.13441

## Properties
Kohn-Sham gap (alpha / beta)	4.53 / 7.14	eV
relative energy (zero: lowest compared OMol25 entry of this formula, charge and spin)	0.0	kcal per mole
electronic energy	-78558.6912	eV
total charge	+2
spin multiplicity	2

Partial atomic charges computed with the Löwdin method, in multiples of e: atom 1 (Mn): 0.703, atom 2 (S): 0.884, atom 3 (Si): 0.603, atom 4 (O): -0.171, atom 5 (O): -0.077, atom 6 (N): -0.140, atom 7 (N): 0.000, atom 8 (N): -0.100, atom 9 (N): 0.032, atom 10 (N): 0.100, atom 11 (C): -0.005, atom 12 (C): -0.021, atom 13 (C): -0.083, atom 14 (C): -0.033, atom 15 (C): -0.024, atom 16 (C): -0.032, atom 17 (C): -0.197, atom 18 (C): -0.200, atom 19 (C): 0.012, atom 20 (C): -0.157, atom 21 (C): -0.156, atom 22 (C): -0.205, atom 23 (C): 0.014, atom 24 (C): -0.197, atom 25 (C): -0.646, atom 26 (C): -0.172, atom 27 (H): 0.120, atom 28 (H): 0.120, atom 29 (H): 0.126, atom 30 (H): 0.140, atom 31 (H): 0.034, atom 32 (H): 0.122, atom 33 (H): 0.132, atom 34 (H): 0.122, atom 35 (H): 0.028, atom 36 (H): 0.102, atom 37 (H): 0.119, atom 38 (H): 0.037, atom 39 (H): 0.012, atom 40 (H): 0.128, atom 41 (H): 0.020, atom 42 (H): 0.124, atom 43 (H): 0.035, atom 44 (H): 0.120, atom 45 (H): 0.124, atom 46 (H): 0.041, atom 47 (H): 0.126, atom 48 (H): 0.120, atom 49 (H): 0.141, atom 50 (H): 0.046, atom 51 (H): 0.031